This record from OMol25 describes an isolated molecule of C5H11N3. The level of theory is ωB97M-V/def2-TZVPD.

XYZ file:
```
19
Properties=species:S:1:pos:R:3:forces:R:3:lowdin_charge:R:1
H -2.03100 -1.72143 1.14918 0.1 0.1 0.0 0.0831
H -2.20847 -0.06362 1.69927 0.0 0.1 -0.1 0.0916
H 0.56253 -0.45089 -2.10318 -0.3 0.3 -0.1 0.1461
H 2.70766 0.31796 -1.74948 0.0 -0.3 -0.1 0.0385
H 0.61056 0.53380 1.64645 0.0 0.0 -0.2 0.0795
N -1.22307 -0.25139 -0.15491 0.1 -1.6 -0.1 -0.0365
C 0.71866 -0.52181 1.38458 0.1 -0.2 0.1 -0.0518
N 2.31165 -0.28956 -1.02644 -1.4 0.9 0.4 0.1098
C 0.94577 -0.17173 -1.10215 -1.2 -0.2 0.8 -0.3852
H 0.49296 3.20915 -1.39485 -0.2 0.0 -0.3 0.0601
C -2.19982 -0.69191 0.79376 0.0 -0.5 0.1 -0.1479
H 1.78827 -0.73885 1.31541 -0.2 -0.1 0.2 0.0683
C 0.08984 -0.81882 0.00504 -0.1 0.9 -0.1 -0.4293
N 0.74625 2.25680 -1.66450 -0.5 -0.4 0.3 0.0966
H -0.55815 1.70041 -0.19180 0.2 -0.9 -0.1 0.1221
H -3.19425 -0.67199 0.34276 0.0 0.3 0.1 0.0745
H 0.24966 -1.09955 2.18154 0.1 -0.1 -0.1 0.0701
H 0.04137 -1.90854 -0.14496 0.0 -0.1 0.0 0.1584
C 0.14960 1.38197 -0.98573 3.2 1.9 -0.8 -0.1479
```
Forces are in eV/Å.

## Properties
Highest occupied orbital energy (alpha / beta) (Eh): -0.272 / -0.253
Frontier orbital gap (alpha / beta) (eV): 4.490 / 4.489

---

This record from OMol25 describes a cluster of 8 separate species, C9H32NO10 in total. The level of theory is ωB97M-V/def2-TZVPD.

XYZ file:
```
52
Properties=species:S:1:pos:R:3:forces:R:3:lowdin_charge:R:1
C 1.00273 -0.25448 -3.74369 -0.6 -0.6 -0.1 -0.0665
H -0.09275 3.66695 4.32732 0.1 -0.1 -0.1 0.0746
C 1.11688 -2.57456 0.87686 -0.2 0.7 -0.8 -0.4806
H 0.21347 -2.32434 -0.90504 0.2 -0.1 0.3 0.0602
O -1.24307 -0.43418 -1.49037 0.0 -0.5 0.6 -0.0449
N -1.80804 -0.30214 -0.36944 0.3 -0.3 -0.4 -0.5342
H 0.55636 2.77780 0.51239 0.0 0.1 0.0 0.0851
C 0.01881 2.36122 2.60147 1.2 -0.1 -0.1 -0.5110
H -2.61370 1.07788 -3.01624 0.1 0.1 0.1 0.0180
O 0.83662 -2.95153 -0.49520 0.0 0.1 0.2 -0.0809
H 2.71984 -1.68613 2.01907 -0.2 0.1 -0.2 0.0781
H 1.36291 -0.75342 -4.64687 0.0 0.2 -0.1 0.0850
O -1.87910 -3.97248 -0.90812 -0.3 0.1 0.3 -0.0865
H -3.69222 1.87478 1.54971 -0.2 -0.1 0.0 0.0185
O -4.03476 -0.85229 2.55188 0.2 0.0 -0.1 -0.0914
O -4.64910 1.77291 1.43026 0.1 0.2 0.0 -0.0572
C 0.50004 3.55202 3.41422 -0.3 0.3 0.0 -0.0694
H 3.40360 -0.35982 -2.59748 -0.2 -0.1 -0.1 0.0770
H 0.42334 -1.76267 1.13281 0.1 -0.1 0.1 0.1242
O -2.13355 -1.30312 0.31647 0.3 0.5 -0.5 -0.0303
O -1.32189 2.58816 2.28554 -0.8 -0.1 -0.5 -0.0492
H -1.02469 -4.06830 -0.46747 0.0 0.1 -0.2 -0.0038
C 0.85707 -3.77211 1.75418 -0.3 -0.4 0.4 -0.0598
C 0.86613 2.13809 1.33595 0.3 -0.1 0.5 -0.0501
H 1.92115 2.32552 1.55847 -0.1 0.1 -0.1 0.0769
H -2.24370 -3.14866 -0.52933 0.3 -0.3 -0.2 0.0059
H 0.13858 1.45043 3.21172 -0.2 0.1 0.1 0.1335
H 1.40995 -3.74155 2.69769 0.0 0.1 -0.1 0.0754
H -4.40015 -0.11590 2.03836 -0.1 0.0 0.1 -0.0120
H 0.81865 1.09551 1.02474 -0.2 0.0 -0.2 0.0595
C 2.53724 -2.03152 0.98861 0.0 -0.4 0.9 -0.0600
H 2.68173 -1.18481 0.32634 0.2 -0.1 -0.2 0.0660
H 0.34799 4.47373 2.84237 0.1 -0.1 -0.1 0.0817
H 3.74227 0.38267 -4.17952 0.0 0.0 0.0 0.0748
H -4.81932 2.13612 0.55426 0.1 -0.1 0.0 0.0488
H 1.01860 -1.01395 -2.95846 0.1 0.0 0.1 0.0743
H 1.55171 3.46312 3.68379 0.0 0.0 0.0 0.0702
O -2.43511 2.02435 -3.08058 0.1 0.0 0.0 -0.0787
H -3.21398 -1.05022 2.07264 -0.2 0.0 0.0 -0.0063
O 1.35442 1.40801 -2.06313 0.0 -0.1 0.1 -0.0681
O -2.02375 0.84438 0.03363 -0.3 0.4 0.5 -0.0212
H 3.27473 -2.82989 0.84738 -0.1 0.2 -0.4 0.0797
C 1.82867 0.92504 -3.32898 -0.3 0.0 0.6 -0.4943
H 1.12619 -4.68881 1.22391 0.1 0.1 0.0 0.0846
H 3.85208 1.32041 -2.67191 -0.1 0.0 -0.2 0.0757
H 1.65936 1.74431 -4.02995 0.3 0.1 -0.2 0.1329
H -0.04366 0.02969 -3.86376 0.0 0.0 -0.2 0.0760
H -1.74649 2.15235 -2.41329 -0.1 -0.1 0.0 0.0171
C 3.28576 0.54464 -3.19958 0.5 0.3 0.1 -0.0667
H 0.69561 0.77990 -1.72814 0.0 0.2 -0.1 0.0475
H -1.50164 2.11441 1.45736 -0.1 -0.1 0.2 0.0411
H -0.20178 -3.84750 2.01715 0.0 0.0 -0.1 0.0808
```
Forces are in eV/Å.

## Properties
Highest occupied orbital energy (Eh): -0.255
Frontier orbital gap (eV): 9.849
Total charge: -1

---

This record from OMol25 describes a cluster of 6 separate species, C41H76O17S in total. The level of theory is ωB97M-V/def2-TZVPD.

XYZ file:
```
135
Properties=species:S:1:pos:R:3:forces:R:3:lowdin_charge:R:1
C -3.13651 -3.53565 -3.10888 2.1 -3.1 -2.9 -0.2796
H -1.19335 -2.71659 -2.36643 -2.1 -0.3 1.7 0.1455
O 5.51945 7.87221 7.19106 0.2 0.4 -1.0 -0.0089
C -2.20496 -1.89225 2.10142 0.2 -0.2 1.5 -0.2342
H 0.05336 -2.19581 6.44484 -1.2 1.7 -1.4 0.1093
C 5.18255 -4.42174 -4.29606 0.1 -0.5 0.3 -0.0495
C 6.06208 9.85049 4.34663 0.1 0.2 -0.5 -0.0508
C 3.47511 -0.14018 -5.06592 -0.3 0.4 0.1 -0.0486
H 7.13013 6.18731 2.06124 0.2 -0.2 0.0 0.0983
O 4.39517 -1.18234 -5.38468 0.1 -1.1 0.5 -0.0024
C -4.62589 -2.17809 -1.83567 -1.2 -0.1 1.2 -0.2294
H 6.15420 -5.86961 -8.53912 -0.2 -0.1 0.1 0.0991
O -4.52380 -3.02181 -3.07065 3.8 -0.5 0.4 -0.0436
H -10.26979 -1.76212 1.76848 1.3 1.2 1.7 0.1078
O 2.32373 2.20779 -1.73552 0.4 0.0 -1.7 0.1130
H 4.63654 3.56741 -1.80165 0.0 -0.3 0.0 0.1004
O 1.80694 2.04836 -3.96848 0.9 0.2 0.6 -0.0300
H -10.52856 0.05324 4.12491 1.1 -2.3 0.1 0.0770
C 5.55328 -10.44340 -6.91707 0.1 -0.3 0.4 -0.0529
H -3.55171 1.31842 5.78966 0.6 0.2 2.2 0.0997
C -2.52905 -0.49449 -2.76829 -0.3 0.8 -0.5 -0.1452
H 5.27924 6.42012 8.61503 0.0 0.3 -0.2 0.0946
H 4.45006 -5.79460 -7.95781 0.2 -0.1 0.0 0.0968
H -2.02682 -0.20731 3.78157 -0.8 -2.3 -0.4 0.1192
C -1.61816 0.76284 6.94488 -1.7 0.2 0.9 -0.2452
H -4.50771 -0.02250 -3.99270 1.9 1.2 1.5 0.1170
O 9.13221 5.95739 -1.24756 -0.5 -0.2 0.9 -0.0104
C -2.84695 3.10496 7.15410 -0.8 -0.5 -1.2 -0.1535
C -2.80918 -0.68821 -0.22895 -0.2 -0.2 0.6 -0.1322
H 2.44402 -0.47632 -5.21569 0.2 0.0 0.2 0.1025
H 0.03269 2.65042 -3.06088 0.1 -0.3 0.0 0.0586
C -4.09458 1.77068 -2.48960 0.9 0.8 0.4 -0.1910
C -3.41902 -1.36634 1.13317 0.5 -0.2 0.5 -0.1976
H -8.89831 -3.63198 0.75784 1.5 1.6 0.6 0.1198
H 3.66541 0.69737 -5.74259 0.2 -0.3 0.1 0.1045
H -4.92007 -3.01252 -1.03430 1.4 2.1 -1.2 0.1349
H -1.61798 -0.64154 -0.16596 -2.6 -0.2 -0.1 0.1325
H -1.68595 3.34349 7.03385 -2.6 -0.4 0.5 0.0786
H -9.13778 -1.20360 4.74805 -2.4 0.5 -1.4 0.0860
O 5.21775 -9.59157 -8.01074 0.1 1.1 0.0 -0.0098
O 5.01369 -7.57986 -8.86841 0.2 -0.8 0.8 -0.0097
H 8.64837 6.45106 2.94006 0.1 0.0 -0.4 0.0937
H 4.81480 -5.71547 -9.69209 0.0 -0.4 0.1 0.0947
H 7.07740 9.55165 4.06671 -0.2 -0.1 0.0 0.0966
O 7.45492 4.78467 -0.20352 1.3 1.1 0.0 0.1014
C 4.87708 2.67966 -2.39544 0.5 0.1 0.4 -0.0399
H 5.83445 2.84976 -2.89571 -0.3 -0.1 -0.1 0.0927
H 3.62524 0.20645 -4.03834 -0.1 -0.3 -0.3 0.0835
O 6.07178 7.26411 5.04542 -0.3 1.2 1.2 0.1001
H -2.84092 -1.23916 6.59348 2.1 0.9 0.2 0.1076
H -0.93371 1.24959 6.12956 -1.3 -1.1 1.4 0.1031
C -3.59517 0.53633 -3.46653 0.8 0.7 -0.8 -0.1832
H -3.38887 -1.51149 4.13686 2.0 0.2 -0.9 0.1065
O -2.58987 -4.44190 -3.96508 -4.5 6.2 5.4 -0.0406
H -9.18401 -1.34387 -0.29147 2.7 -0.2 0.7 0.1148
H -10.92801 -1.80714 4.17333 1.8 1.4 0.1 0.0758
C -1.75994 -0.87054 6.84908 1.4 0.4 0.6 -0.2162
H -7.47577 -0.64731 0.39474 -1.2 -1.9 -0.8 0.1091
H -4.75626 2.53686 -3.10166 1.2 -1.8 1.4 0.1181
C -1.12669 -2.17992 4.49425 0.3 0.9 -0.4 -0.2257
C -5.98779 -1.26600 -1.86258 -0.9 -1.0 -1.3 -0.1102
C -3.15979 -1.47972 -1.62038 1.7 -0.8 -0.1 -0.3097
H 0.18454 -0.53964 5.54298 -1.9 -1.7 0.6 0.1134
H -4.03057 -0.54986 1.71499 1.2 -1.5 -1.1 0.1092
O 5.74475 -7.78000 -6.69952 -0.5 -0.7 -1.5 0.1009
H -7.01875 -3.43695 0.85398 -2.1 1.1 0.7 0.1017
H -8.22981 -3.04297 3.36011 -0.1 1.7 -1.5 0.1104
H 4.97588 1.79809 -1.75382 -0.1 0.2 0.0 0.1034
H -5.97526 -0.33122 -1.15679 0.4 -1.8 -1.5 0.1029
C 8.39068 5.56872 -0.17967 -0.3 -0.2 0.1 -0.5595
O 8.87076 6.20365 0.91929 -0.2 -0.4 -1.1 -0.0102
H -7.19246 -1.56147 2.69082 -2.0 -1.4 -0.1 0.1136
H -3.43825 3.66611 6.28915 1.3 -0.8 2.0 0.0732
C 5.11918 -6.16313 -8.74206 0.0 0.6 0.0 -0.0493
C 0.45033 1.79798 -3.60635 -0.5 0.0 0.2 -0.0525
H -1.97157 -1.05370 -3.64611 -1.3 0.8 1.8 0.1337
C -2.32510 -1.35142 3.67572 1.4 -0.4 0.0 -0.2100
H -1.50955 -1.30447 7.93278 -0.7 0.9 -2.4 0.1131
H 4.90148 -10.24612 -6.05985 0.2 0.1 -0.1 0.0987
H -3.01122 1.06081 -4.36560 -1.2 -1.1 1.9 0.1199
H -6.19553 -0.98777 -3.00450 0.6 -0.2 2.6 0.1202
H -1.12223 -1.56058 1.74773 -2.4 -0.5 0.5 0.1130
O 5.77083 9.45044 5.68434 0.0 -1.1 0.3 -0.0090
H -9.27952 -0.17025 2.03120 -0.2 -2.2 0.8 0.1035
C 5.52731 6.49256 7.55258 0.0 -0.5 0.2 -0.0519
C -2.25551 -2.86615 -1.86020 -1.7 -0.5 -3.1 -0.4468
C -8.16680 -2.21671 2.53317 -0.2 0.3 -1.4 -0.2238
H -3.15297 0.45068 -0.21896 0.7 -2.5 -0.5 0.1085
H -0.93627 3.66236 -0.43488 -2.1 -0.8 -2.6 0.0715
H -0.12554 1.66269 -4.52596 0.3 0.1 0.0 0.0967
H 5.99923 10.94114 4.29875 -0.1 -0.2 0.3 0.0947
H 8.84628 4.27576 -2.44102 -0.2 0.2 0.1 0.0969
H 6.60567 -10.32115 -6.64124 -0.2 0.1 0.1 0.0981
C -1.70387 3.31709 -1.28075 -8.1 -5.0 -3.2 0.0355
H 0.37202 0.88118 -3.01312 0.1 0.2 0.0 0.0899
O 3.88747 2.46279 -3.39941 -1.1 -0.1 0.2 -0.0358
H 8.26779 4.82056 2.35382 -0.2 0.2 -0.1 0.0997
H -3.79866 1.02672 7.70986 1.2 0.8 -1.8 0.1070
C -9.50508 -1.22385 2.49055 0.4 -0.7 0.5 -0.2753
H 6.52123 6.05931 7.40080 -0.2 0.0 -0.1 0.0984
H 5.96429 -5.06710 -4.70612 -0.1 0.3 -0.1 0.0927
H -4.64838 1.36744 -1.51332 1.2 1.1 -2.3 0.0954
H -1.68449 0.15032 -2.22427 -1.9 -1.3 -1.2 0.1101
H -4.15055 -2.27185 0.94634 1.5 1.9 0.1 0.0953
H -2.14627 -3.07980 2.19537 -0.3 2.6 -0.4 0.0963
C 8.18117 5.88815 2.12728 -0.3 -0.1 0.5 -0.0488
H 5.32807 9.43254 3.65011 0.2 -0.1 0.1 0.0988
H 4.21977 -4.92916 -4.41509 0.1 0.2 0.2 0.0997
H -8.16043 -2.07593 -2.25979 2.0 -0.2 1.6 0.1159
H -1.18622 1.05242 8.00714 -0.7 -0.6 -2.2 0.1153
C -8.04299 -1.58536 -0.03667 -0.4 -1.9 -0.6 -0.2128
C -7.32551 -2.16241 -1.41103 -0.8 0.8 -0.6 -0.1949
H -1.43238 -3.28393 4.74749 0.5 2.2 -0.5 0.1146
C 2.64048 2.23670 -2.91441 -0.2 0.1 0.5 -0.5728
C 5.81363 8.10951 5.88781 0.1 -0.2 -0.2 -0.5585
H -3.28574 3.43094 8.18920 1.1 -0.6 -2.0 0.0704
H -7.08804 -3.31280 -1.32277 -0.3 2.3 -0.1 0.1099
C -2.82280 2.68239 -1.89902 7.3 3.3 4.6 -0.0825
C 4.26962 -2.29267 -4.61480 -0.3 0.0 0.3 -0.5583
C 5.36415 -8.26751 -7.75233 0.1 0.2 0.3 -0.5592
H 5.39925 -11.47826 -7.23506 -0.1 0.3 -0.2 0.0940
C 8.73747 5.36432 -2.48313 -0.1 -0.2 -0.4 -0.0540
H -0.20953 -2.19891 3.73026 -1.9 -0.2 1.7 0.1136
H 4.77196 5.94024 6.98427 0.3 0.1 0.0 0.0988
C -10.06544 -1.03019 4.01937 0.0 0.1 -0.9 -0.1523
H -3.06298 -5.33884 -1.04692 0.7 1.6 -0.3 -0.0784
C -0.58886 -1.39856 5.83090 0.5 -1.4 0.4 -0.2355
S -2.33845 -4.22518 -0.57232 0.1 -0.1 0.2 0.7392
H 9.39731 5.74573 -3.26718 0.0 0.1 0.4 0.0944
H 7.70862 5.64241 -2.73359 0.1 -0.2 0.1 0.0964
O 3.46257 -2.45226 -3.71250 1.1 0.2 -1.3 0.1079
C -8.04705 -2.87231 1.03044 0.9 1.2 0.0 -0.2268
H 5.40109 -4.24634 -3.23774 -0.2 0.0 -0.2 0.0976
C -3.12072 1.47992 6.86835 1.8 0.6 0.4 -0.2543
O 5.19771 -3.19461 -5.02285 -0.7 0.9 0.2 -0.0137
```
Forces are in eV/Å.

## Properties
SMILES: C#CCCC[C@@]1(CCCCCCCCCC)[C@@H](CCCCCCC)OC(=O)[C@@H]1S.COC(=O)OC.COC(=O)OC.COC(=O)OC.COC(=O)OC.COC(=O)OC
Highest occupied orbital energy (Eh): -0.345
Frontier orbital gap (eV): 9.880